1.
{
  "formula": "H9O4S",
  "method": "ωB97M-V/def2-TZVPD",
  "de_lowest_kcal_mol": 18.5,
  "e_lumo_ev": 3.739,
  "charge": -1,
  "e_homo_ev": -4.049,
  "species": ["S", "H", "H", "H", "O", "H", "H", "O", "H", "H", "O", "H", "H", "O"],
  "xyz": [[0.4401, 0.3272, 1.8111], [-0.6670, -0.2903, 2.2852], [0.4056, 1.5318, -0.1017], [0.7178, 3.0288, -0.3737], [0.2674, 2.2750, -0.7307], [-1.3754, -2.1904, 0.0157], [-0.1679, -1.4445, 0.7813], [-0.6012, -2.3070, 0.5331], [-2.0804, 1.1295, -0.8037], [-2.0436, 1.3763, 0.6721], [-2.6445, 1.4064, -0.0847], [2.0239, -1.9862, -0.9553], [2.8351, -0.9705, -1.6700], [2.8900, -1.8862, -1.3788]],
  "mulliken_charge": [-0.867, 0.031, 0.240, 0.284, -0.599, 0.290, 0.255, -0.606, 0.296, 0.323, -0.643, 0.349, 0.313, -0.666]
}

2.
{
  "formula": "CH6N4O",
  "method": "ωB97M-V/def2-TZVPD",
  "de_lowest_kcal_mol": 54.2,
  "e_lumo_ev": -8.392,
  "charge": 2,
  "e_homo_ev": -16.831,
  "species": ["C", "N", "N", "N", "N", "O", "H", "H", "H", "H", "H", "H"],
  "xyz": [[-11.0665, -0.7931, 0.4624], [14.8716, -0.1284, 0.8266], [-9.9825, -0.5911, -0.3075], [14.6944, 0.2413, -0.3218], [-10.1866, 0.7524, -0.2062], [-11.1922, 0.5371, 0.6699], [-12.6509, -1.6456, 0.6099], [15.5983, 0.4619, 1.2434], [-9.5770, -1.1299, -1.0562], [15.1902, 0.8476, -0.9256], [13.9287, -0.1200, -0.9087], [-9.6276, 1.5678, -0.0862]],
  "mulliken_charge": [0.075, -0.110, -0.120, 0.153, 0.087, -0.138, 0.499, 0.332, 0.300, 0.292, 0.333, 0.297]
}

3.
{
  "formula": "C20H24N2PSbSe2Te2Zn",
  "method": "ωB97M-V/def2-TZVPD",
  "de_lowest_kcal_mol": 11.5,
  "e_lumo_ev": 0.042,
  "charge": 0,
  "e_homo_ev": -6.984,
  "species": ["Zn", "Se", "Te", "Te", "Se", "N", "P", "C", "C", "C", "C", "C", "C", "C", "C", "C", "C", "C", "C", "C", "C", "C", "C", "C", "N", "H", "H", "H", "H", "H", "H", "H", "H", "H", "H", "H", "H", "H", "H", "H", "C", "Sb", "C", "C", "H", "H", "H", "H", "H", "H", "H", "H", "H"],
  "xyz": [[0.2164, -1.3487, 0.5580], [0.8117, -1.0722, 2.9071], [3.1893, -1.5142, 2.2141], [2.7366, -3.8807, 0.9972], [1.1772, -3.0993, -0.8226], [-0.1970, 1.9055, 0.4352], [1.1350, 0.9137, -0.1002], [1.2618, 1.3548, -1.8590], [1.3127, 0.3246, -2.7926], [1.4160, 0.6183, -4.1498], [1.4680, 1.9398, -4.5705], [1.4198, 2.9727, -3.6395], [1.3207, 2.6810, -2.2868], [2.5141, 1.8131, 0.6643], [3.6980, 1.9936, -0.0513], [4.8111, 2.5523, 0.5615], [4.7566, 2.9329, 1.8949], [3.5861, 2.7502, 2.6169], [2.4701, 2.1860, 2.0084], [-1.5034, 1.5162, 0.1808], [-2.5968, 2.2584, 0.6515], [-3.8547, 1.9139, 0.2204], [-4.0227, 0.8566, -0.6780], [-2.9063, 0.1484, -1.0400], [-1.6703, 0.4424, -0.5969], [-0.0547, 2.5163, 1.2186], [1.2850, -0.7063, -2.4545], [1.4572, -0.1865, -4.8745], [1.5499, 2.1688, -5.6280], [1.4638, 4.0035, -3.9687], [1.2832, 3.4832, -1.5574], [3.7487, 1.6915, -1.0894], [5.7245, 2.6890, -0.0045], [5.6295, 3.3647, 2.3721], [3.5397, 3.0301, 3.6629], [1.5861, 1.9954, 2.6035], [-2.4351, 3.0972, 1.3181], [-4.7149, 2.4780, 0.5639], [-4.9984, 0.5862, -1.0630], [-2.9753, -0.7107, -1.6976], [-2.6988, -3.9571, -0.5030], [-2.2477, -2.9721, 1.3525], [-1.1342, -4.5785, 2.2138], [-4.1147, -3.4883, 2.2812], [-2.9024, -5.0148, -0.3137], [-1.8445, -3.8726, -1.1744], [-3.5814, -3.5033, -0.9631], [-1.7288, -5.4926, 2.1839], [-0.8746, -4.3328, 3.2426], [-0.2160, -4.7126, 1.6449], [-4.3262, -4.5410, 2.0739], [-4.9185, -2.8655, 1.8763], [-4.0513, -3.3285, 3.3607]],
  "mulliken_charge": [0.679, -0.564, -0.001, -0.129, -0.580, -0.167, 1.801, 0.014, -0.095, -0.656, -0.383, -0.742, -0.193, 0.381, -0.640, -0.663, -0.450, -0.768, -0.163, 0.595, -0.822, -0.341, -0.646, -0.616, -0.089, 0.244, 0.023, 0.428, 0.381, 0.403, 0.393, 0.409, 0.392, 0.388, 0.394, 0.252, 0.435, 0.413, 0.414, 0.460, -1.208, 0.352, -1.083, -1.259, 0.403, 0.253, 0.363, 0.389, 0.362, 0.182, 0.362, 0.335, 0.358]
}

4.
{
  "formula": "C5H14NO3",
  "method": "ωB97M-V/def2-TZVPD",
  "de_lowest_kcal_mol": 22.9,
  "e_lumo_ev": 3.804,
  "charge": -1,
  "e_homo_ev": -4.178,
  "species": ["C", "O", "C", "C", "C", "C", "N", "H", "H", "H", "H", "H", "H", "H", "H", "H", "H", "H", "H", "O", "H", "H", "O"],
  "xyz": [[-0.6860, 0.9480, 0.6396], [-1.4404, -0.1802, 0.3881], [0.6300, 0.6199, 1.3714], [1.7972, 0.3104, 0.3709], [2.6277, -0.9972, 0.5535], [0.7245, -2.3991, 0.1579], [1.9499, -2.2604, 0.3919], [-0.4554, 1.5200, -0.2851], [-1.2674, 1.7070, 1.2063], [0.4754, -0.1837, 2.0876], [0.9639, 1.5475, 1.8441], [2.5203, 1.1261, 0.4218], [1.3632, 0.2929, -0.6345], [3.0722, -0.8715, 1.5466], [3.4002, -1.0187, -0.2155], [0.3552, -3.3992, -0.1025], [-0.0480, -1.6114, 0.1538], [-2.8372, 1.4673, -1.8339], [-1.8249, 2.1675, -2.6618], [-2.5319, 2.3865, -2.0449], [-3.6289, -0.8700, -1.2639], [-2.2157, -0.0544, -0.5929], [-2.9439, -0.2472, -1.4986]],
  "mulliken_charge": [-0.449, -0.799, -0.696, -0.836, -0.551, -0.099, -0.605, 0.271, 0.246, 0.388, 0.389, 0.427, 0.415, 0.299, 0.339, 0.268, 0.276, 0.380, 0.287, -0.687, 0.205, 0.437, -0.905]
}